# 1
Molecular formula: C2H2F2LiNaO
Method: DFT, ωB97M-V/def2-TZVPD

Cartesian coordinates (Å):
1 F -1.83114 0.24319 0.89647
2 O 1.31958 -0.91145 0.40714
3 C 0.28371 -0.78684 1.02175
4 C -0.94378 -0.50686 0.16036
5 Li -3.54720 1.20067 0.74718
6 H 0.12622 -1.19962 2.03242
7 H -1.47444 -1.39594 -0.20312
8 F -0.48719 0.32541 -0.83366
9 Na 2.18773 0.43876 -1.40608

Cartesian forces, eV/Å:
F -0.92 0.45 0.29
O -0.22 0.89 0.79
C 0.43 -2.49 -0.92
C 0.99 1.05 -0.19
Li -0.10 0.07 0.10
H 0.20 0.62 0.15
H 0.30 0.21 -0.22
F -0.83 -0.63 -0.01
Na 0.14 -0.17 0.01

The charge is +2. For the largest force on an atom, the calculation gives 0.0523 Eh/bohr. Its frontier orbital gap is 11.028 eV. For the LUMO energy, the calculation gives -8.165 eV.

=====

# 2
Molecular formula: C2H4NO4
Method: DFT, ωB97M-V/def2-TZVPD

Cartesian coordinates (Å):
1 O 0.56145 0.37964 1.49624
2 C -0.55899 0.60684 1.11660
3 N -1.03637 0.68123 -0.14858
4 C -0.29074 0.57517 -1.43571
5 O -0.75543 1.24622 -2.35802
6 O 0.51089 -0.37025 -1.46798
7 H -1.34606 1.05187 1.86273
8 H -2.09254 0.63203 -0.14596
9 H 1.04762 -1.56800 -0.07047
10 H 2.09323 -1.28850 0.91021
11 O 1.86693 -1.94625 0.24094

Cartesian forces, eV/Å:
O 0.62 -0.21 0.26
C -1.15 1.62 0.30
N -1.99 0.00 1.22
C -0.86 -2.24 -1.14
O 0.01 0.86 0.40
O 0.40 0.63 0.32
H 0.69 -1.12 -0.75
H 1.95 0.64 -0.58
H -0.50 0.48 -0.96
H 0.07 -0.09 -0.08
O 0.77 -0.58 1.01

The charge is -1. For the largest force on an atom, the calculation gives 0.0517 Eh/bohr. Its frontier orbital gap is 8.662 eV. For the LUMO energy, the calculation gives 3.831 eV. As for the energy above the lowest of the compared OMol25 structures with the same formula, charge and spin: 1.353 eV.

=====

E (eV)
-14195.0763, -11821.0977